DFT (ωB97M-V/def2-TZVPD) results for a molecular structure, C6H94FNO40Si2.

Structure (ORCA input):
```
! wB97M-V def2-TZVPD RIJCOSX def2/J DEFGRID3
* xyz 0 1
C -0.93727 -4.54374 0.72379
C -0.95288 -3.04560 0.44355
C -1.89600 -2.58670 -0.67252
C -2.67013 -1.32592 -0.31296
N -1.80437 -0.13243 -0.28523
Si -1.42531 0.47723 1.28356
O 0.01986 1.28177 1.27713
Si 1.40167 0.58225 0.77980
F 2.59001 1.18951 1.67978
C 1.65502 1.03926 -1.00599
O 1.02089 2.29446 -1.20166
C 1.71172 3.24062 -2.00540
H -0.89370 -5.16003 -0.17358
H -0.05908 -4.74579 1.32941
H -1.81141 -4.79988 1.32364
H 0.06276 -2.73070 0.18607
H -1.22827 -2.55890 1.38074
H -2.57355 -3.38075 -0.98812
H -1.29478 -2.32825 -1.55081
H -3.15913 -1.46309 0.65886
H -3.47955 -1.16750 -1.03357
H -1.01423 -0.28134 -0.90237
H -1.41617 -0.60551 2.28667
H -2.45330 1.44931 1.67919
H 1.39696 -0.88200 0.92817
H 2.72155 1.07119 -1.24927
H 1.22066 0.26291 -1.65427
H 2.76917 3.00412 -2.13229
H 1.25420 3.31356 -2.99507
H 1.64103 4.21277 -1.52619
O 3.06171 4.28530 1.69589
H 3.10031 3.32002 1.73542
H 3.90037 4.56886 1.30525
O -1.06450 2.45359 -3.88805
H -1.47356 3.32859 -3.89921
H -0.54590 2.44193 -3.07169
O 2.36707 6.85942 3.41254
H 2.22899 5.95054 3.12362
H 3.26131 6.85521 3.77666
O -3.64484 -2.92252 2.83298
H -4.27986 -3.19682 3.50554
H -3.59066 -1.97048 2.97290
O 1.16037 3.07628 -5.85670
H 0.52486 2.73323 -5.21121
H 1.09699 4.03257 -5.79085
O 1.98174 0.61590 -7.15059
H 1.64595 1.46735 -6.83331
H 2.08891 0.72182 -8.10339
O -3.46568 2.30613 3.88124
H -4.06548 3.05229 3.98533
H -2.58547 2.68417 3.99743
O -1.14639 -1.35343 4.88062
H -0.45848 -0.68023 4.87472
H -0.89591 -1.95498 5.59409
O -4.87890 0.04215 -2.95555
H -5.49925 0.77397 -2.88648
H -4.02080 0.42372 -2.73649
O 2.28026 -4.97437 0.96747
H 2.83692 -5.64980 1.36760
H 2.86745 -4.22526 0.82746
O 1.34367 -1.04767 -4.70863
H 1.75897 -1.85351 -5.05136
H 1.60396 -0.37628 -5.35338
O -1.69667 -7.38388 1.87220
H -0.94541 -7.98252 1.78772
H -2.16810 -7.69183 2.65687
O 3.93717 -0.16296 -2.99769
H 4.19971 -0.94191 -2.49342
H 3.10255 -0.41264 -3.42406
O -1.59827 -2.65104 -4.21178
H -2.24921 -1.94626 -4.13385
H -0.75414 -2.20285 -4.06462
O 5.57546 4.12761 3.51407
H 5.63761 3.22149 3.83501
H 4.69620 4.17191 3.12417
O 3.14339 5.86539 -2.29823
H 2.71921 6.72981 -2.27603
H 3.66357 5.84172 -1.48320
O 0.54807 6.84528 -0.58165
H 0.67655 6.11410 0.04186
H -0.25445 6.59441 -1.04803
O 1.94430 -3.33126 -6.40535
H 2.35643 -4.18044 -6.22078
H 2.31388 -3.03716 -7.24395
O 0.15515 -4.73289 3.82847
H -0.22864 -3.84638 3.79082
H -0.48846 -5.26542 3.34300
O 5.51284 -2.55115 -3.44166
H 5.98054 -3.32600 -3.76487
H 5.73984 -1.83955 -4.05207
O 5.74925 1.16685 2.02961
H 5.78843 0.28919 2.42246
H 4.86778 1.21926 1.64589
O 4.97537 8.13325 2.90189
H 4.40438 8.84431 3.21114
H 4.42712 7.64940 2.27114
O 5.61954 1.10300 -5.06312
H 5.01001 0.79897 -4.37630
H 5.61867 2.06110 -4.99031
O -3.23714 3.93373 -5.29804
H -3.24035 3.02181 -4.98470
H -4.04431 4.01445 -5.81443
O 4.58491 6.84204 0.07766
H 3.86927 7.49418 0.05738
H 5.36225 7.36013 0.31489
O -4.07445 -6.06911 3.49142
H -4.05151 -6.28172 2.55033
H -3.74122 -5.16603 3.52899
O 0.14360 -3.66354 6.80252
H -0.01671 -4.08194 5.95036
H 0.85501 -4.17944 7.19179
O -2.03994 1.21170 6.16523
H -2.16286 0.32681 6.54036
H -2.86898 1.39277 5.70057
O 2.09486 1.01758 -10.11753
H 2.18408 0.69899 -11.02005
H 2.33679 1.94866 -10.15266
O -4.50722 1.52491 7.64826
H -5.18936 2.00799 8.12344
H -3.67844 2.00584 7.77242
O 0.11009 4.42850 1.29482
H -0.23202 3.54878 1.09198
H 1.00524 4.25580 1.61427
O -2.22728 -9.38605 -0.12438
H -2.40899 -8.50657 0.23769
H -2.07445 -9.23631 -1.06321
O -1.92888 -12.27605 -1.02330
H -2.12640 -11.36589 -0.76711
H -1.79629 -12.25963 -1.97462
O -4.38394 -5.33484 -0.42690
H -4.59104 -4.44002 -0.13684
H -4.26764 -5.26482 -1.37955
O -6.46890 -2.46974 3.27786
H -6.79321 -1.56540 3.34311
H -7.16072 -2.95902 2.82471
O 3.82882 9.32773 -1.12085
H 3.41797 10.14958 -0.83474
H 4.04842 9.46033 -2.04790
O -6.46466 0.04845 1.79075
H -6.38441 -0.22059 0.87060
H -6.07055 0.92518 1.83675
O -3.34835 -1.08990 7.63322
H -3.80311 -0.25087 7.81173
H -3.97829 -1.61695 7.13372
*
```

The LUMO energy comes out at -0.0056 hartree. The value obtained for the calculated total energy is -109616.8486 eV. Its largest force on an atom is 1.1 eV Å⁻¹. The HOMO-LUMO gap comes out at 0.338 Ha.